# 1
Entry from OMol25: 2 unconnected molecules or ions with the total composition C3H9N2O2 (ωB97M-V with the def2-TZVPD basis set).

Cartesian coordinates (Å):
O 3.14 -0.67 0.24
C 2.49 -0.85 -0.77
O 1.37 -1.62 -0.80
H 2.79 -0.32 -1.69
H 0.92 -1.28 -1.57
C -1.92 0.78 -1.00
N 0.08 0.01 2.05
C -0.75 -0.06 1.01
N -0.96 0.91 0.17
H -2.29 1.77 -1.24
H -2.69 0.16 -0.58
H -1.40 0.33 -1.85
H 0.52 0.84 2.42
H 0.47 -0.85 2.51
H -1.29 -0.98 0.84
H -0.50 1.82 0.27

Calculated values
charge: +2
orbital gap (alpha / beta): 9.21 / 4.44 eV
multiplicity: 2
relative energy (zero: lowest compared OMol25 entry of this formula, charge and spin): 1.676 eV
E_HOMO (alpha / beta): -19.104 / -19.064 eV

# 2
Entry from OMol25: a molecular structure, C5H12N2O (ωB97M-V with the def2-TZVPD basis set).

Cartesian coordinates (Å):
C -0.09 1.64 1.24
N -1.00 0.76 2.03
C -2.24 0.61 1.26
O -2.80 1.38 0.43
C 0.81 0.87 0.36
C 0.60 -0.55 0.12
C 1.84 -1.37 -0.26
N 2.15 1.32 0.21
H -0.75 2.29 0.60
H 0.32 2.29 1.98
H -1.84 1.43 2.23
H -2.82 -0.32 1.54
H 0.96 -0.16 1.23
H -1.87 -3.59 -5.31
H -0.47 -0.93 -0.02
H 2.26 -1.34 -1.38
H 1.82 -2.39 -0.10
H 2.60 -0.84 0.34
H -1.74 -3.11 -5.93
H 2.26 1.98 -0.58

Calculated values
orbital gap: 7.90 eV
relative energy (zero: lowest compared OMol25 entry of this formula, charge and spin): 9.206 eV
E_HOMO: -7.455 eV

# 3
Entry from OMol25: a molecular structure, C28H41GeIN8OTeW (ωB97M-V with the def2-TZVPD basis set).

Cartesian coordinates (Å):
W -0.11 0.44 -0.18
C -1.04 5.05 0.65
N -1.89 4.42 -0.37
C -2.76 5.25 -1.20
C -1.84 3.09 -0.52
N -1.10 2.30 0.21
N -2.64 2.56 -1.50
C -2.82 1.22 -1.73
N -3.82 0.92 -2.58
N -2.05 0.32 -1.19
H -1.19 6.13 0.60
H 0.01 4.83 0.47
H -1.32 4.72 1.65
H -2.61 6.29 -0.92
H -3.82 5.02 -1.04
H -2.51 5.16 -2.26
H -0.52 2.84 0.85
H -3.17 3.19 -2.08
H -4.53 1.60 -2.81
H -4.02 -0.04 -2.81
H -2.37 -0.61 -1.45
C 3.66 -2.03 -0.35
C 4.06 -2.09 0.98
C 3.29 -1.47 1.95
C 2.14 -0.79 1.57
N 1.78 -0.72 0.28
C 2.52 -1.32 -0.65
C 1.24 -0.13 2.54
C 1.52 -0.09 3.90
C 0.64 0.54 4.77
C -0.51 1.10 4.25
C -0.73 1.02 2.89
N 0.12 0.43 2.04
H 4.22 -2.50 -1.14
H 4.97 -2.62 1.26
H 3.60 -1.52 2.98
H 2.18 -1.21 -1.67
H 2.43 -0.53 4.29
H 0.86 0.58 5.82
H -1.23 1.60 4.89
H -1.62 1.46 2.45
C -3.62 -0.46 1.40
Ge -2.41 -2.01 1.40
C -1.67 -2.38 3.17
C -3.42 -3.58 0.82
C -0.77 -1.67 0.26
H -4.19 -0.47 2.33
H -4.33 -0.51 0.57
H -3.08 0.48 1.32
H -2.47 -2.56 3.89
H -1.05 -1.57 3.54
H -1.06 -3.29 3.13
H -4.19 -3.75 1.57
H -2.80 -4.48 0.78
H -3.91 -3.45 -0.14
H 0.02 -2.21 0.79
C 0.31 -2.48 -3.01
Te -0.96 -3.07 -1.40
C 0.62 -4.39 -0.86
C 1.59 -4.39 -2.00
C 2.66 -5.29 -2.01
C 3.56 -5.28 -3.06
C 3.40 -4.37 -4.10
C 2.34 -3.48 -4.10
C 1.43 -3.49 -3.04
H 0.67 -1.47 -2.85
H -0.30 -2.49 -3.91
H 0.18 -5.38 -0.69
H 1.05 -4.04 0.08
H 2.77 -6.00 -1.20
H 4.38 -5.98 -3.07
H 4.10 -4.37 -4.93
H 2.22 -2.78 -4.91
N 0.03 1.91 -3.76
C 0.98 1.11 -3.07
O 0.39 0.38 -2.11
C 2.28 1.10 -3.34
I 2.04 2.41 0.11
H -0.76 1.37 -4.07
H 0.44 2.42 -4.53
H 2.68 1.66 -4.17
H 2.98 0.61 -2.67

Calculated values
charge: +2
orbital gap (alpha / beta): 6.46 / 6.63 eV
multiplicity: 3
relative energy (zero: lowest compared OMol25 entry of this formula, charge and spin): 0.259 eV
E_HOMO (alpha / beta): -12.001 / -12.375 eV

# 4
Entry from OMol25: a single C11H11NO4 molecule (ωB97M-V with the def2-TZVPD basis set).

Cartesian coordinates (Å):
O 0.83 2.00 1.88
O -1.69 -0.94 -2.61
N -0.76 0.00 0.62
O -1.20 0.84 1.72
O -1.05 2.62 3.08
C -0.36 1.85 2.17
C -0.96 -0.75 -1.66
C -1.43 0.04 -0.51
C 2.78 -2.77 -1.65
C 2.70 -1.47 -1.18
C 1.66 -3.41 -2.18
C 1.49 -0.78 -1.18
C 0.42 -2.73 -2.20
C 0.32 -1.46 -1.63
C -0.32 3.58 3.84
C -2.77 0.76 -0.61
H 3.65 -3.39 -1.58
H 3.59 -1.04 -0.73
H 1.81 -4.42 -2.52
H 1.51 0.22 -0.72
H -0.46 -3.19 -2.67
H 0.46 3.10 4.46
H 0.09 4.37 3.19
H -0.97 4.04 4.55
H -3.34 0.58 0.30
H -2.57 1.86 -0.68
H -3.41 0.48 -1.50

Calculated values
orbital gap: 8.82 eV
relative energy (zero: lowest compared OMol25 entry of this formula, charge and spin): 1.876 eV
E_HOMO: -9.481 eV

# 5
Entry from OMol25: a gas-phase ion, C3H6NO3 (charge +1) (ωB97M-V with the def2-TZVPD basis set).

Cartesian coordinates (Å):
C 2.81 -0.27 -0.13
C 1.00 1.06 0.00
C 0.50 -0.36 -0.29
N -0.58 -0.74 0.79
O 3.60 -1.08 -0.24
O 2.44 0.87 0.09
O -0.18 -0.51 -1.47
H 0.73 1.72 -0.89
H 0.67 1.49 0.99
H -1.55 -0.43 0.51
H -0.32 -0.33 1.69
H -0.64 -1.77 0.85
H -0.43 -1.40 -1.67

Calculated values
charge: +1
orbital gap (alpha / beta): 5.58 / 9.79 eV
multiplicity: 3
relative energy (zero: lowest compared OMol25 entry of this formula, charge and spin): 2.104 eV
E_HOMO (alpha / beta): -9.747 / -16.217 eV

# 6
Entry from OMol25: a molecular structure, C48H36N4O4RhS4Sb (ωB97M-V with the def2-TZVPD basis set).

Cartesian coordinates (Å):
Rh 0.04 0.55 -0.11
C 4.98 -6.33 4.44
O 5.50 -5.03 4.26
C 4.70 -4.15 3.58
C 3.47 -4.47 3.04
C 2.74 -3.49 2.36
C 3.24 -2.20 2.21
C 4.49 -1.90 2.75
C 5.22 -2.86 3.43
C 2.43 -1.21 1.45
C 1.83 -0.15 2.18
C 2.12 0.19 3.55
C 1.40 1.31 3.83
C 0.64 1.64 2.66
N 0.94 0.73 1.68
C -0.33 2.63 2.55
C -1.24 2.75 1.50
C -2.31 3.70 1.43
C -3.11 3.32 0.40
C -2.52 2.16 -0.20
C -2.97 1.41 -1.33
C -4.41 1.16 -1.62
C -5.48 1.98 -1.25
C -6.80 1.60 -1.49
C -7.08 0.39 -2.10
O -8.39 0.05 -2.34
C -8.85 -1.06 -1.58
C -6.04 -0.46 -2.44
C -4.73 -0.09 -2.18
C -2.07 0.80 -2.19
N -0.77 0.48 -1.94
C -0.22 -0.01 -3.08
C 1.03 -0.63 -3.14
C 1.62 -1.04 -4.44
C 0.94 -1.77 -5.41
C 1.54 -2.09 -6.61
C 2.85 -1.70 -6.87
O 3.37 -2.08 -8.08
C 4.58 -1.48 -8.46
C 3.56 -0.99 -5.91
C 2.93 -0.67 -4.71
C 1.75 -1.03 -2.00
C 2.74 -2.08 -2.00
C 3.07 -2.32 -0.72
C 2.31 -1.39 0.10
N 1.51 -0.64 -0.74
C -1.17 0.12 -4.16
C -2.33 0.55 -3.61
N -1.36 1.88 0.45
C -0.44 3.60 3.67
C -1.60 3.70 4.44
C -1.69 4.59 5.49
C -0.61 5.40 5.81
O -0.78 6.26 6.87
C 0.33 7.02 7.27
C 0.56 5.32 5.07
C 0.64 4.41 4.01
H 5.71 -6.88 5.04
H 4.83 -6.85 3.49
H 4.03 -6.31 4.98
H 3.06 -5.46 3.10
H 1.80 -3.76 1.89
H 4.90 -0.91 2.62
H 6.19 -2.64 3.85
H 2.77 -0.36 4.20
H 1.35 1.84 4.77
H -2.44 4.56 2.07
H -3.97 3.86 0.04
H -5.32 2.91 -0.75
H -7.61 2.25 -1.19
H -9.75 -1.43 -2.06
H -9.07 -0.76 -0.55
H -8.10 -1.86 -1.56
H -6.23 -1.43 -2.87
H -3.95 -0.81 -2.35
H -0.06 -2.15 -5.20
H 1.01 -2.68 -7.35
H 4.74 -1.74 -9.51
H 5.42 -1.85 -7.87
H 4.54 -0.39 -8.36
H 4.58 -0.69 -6.07
H 3.47 -0.10 -3.96
H 3.06 -2.63 -2.87
H 3.71 -3.10 -0.33
H -1.03 -0.12 -5.19
H -3.26 0.75 -4.11
H -2.44 3.05 4.20
H -2.59 4.66 6.09
H 0.02 7.58 8.15
H 0.64 7.72 6.49
H 1.18 6.38 7.53
H 1.42 5.94 5.29
H 1.55 4.34 3.43
S -2.46 -4.80 -2.92
Sb -0.55 -3.86 -1.95
S -1.10 -1.24 0.82
S -2.14 -2.24 -0.56
S 0.31 -5.23 -0.26

Calculated values
charge: -2
orbital gap: 3.74 eV
E_HOMO: -0.514 eV

What are the largest force on an atom values for these records? In order: 0.07426; 0.11420; 0.01525; 0.08926; 0.11670; 0.00783 Eh/bohr.